(1)
192
Properties=species:S:1:pos:R:3:lowdin_charge:R:1 method="wB97M-V/def2-TZVPD" homo_lumo_gap_ev=8.20 smiles="O=C1c2ccccc2C(=O)c2ccccc21.O=C1c2ccccc2C(=O)c2ccccc21.O=C1c2ccccc2C(=O)c2ccccc21.O=C1c2ccccc2C(=O)c2ccccc21.O=C1c2ccccc2C(=O)c2ccccc21.O=C1c2ccccc2C(=O)c2ccccc21.O=C1c2ccccc2C(=O)c2ccccc21.O=C1c2ccccc2C(=O)c2ccccc21" total_charge=0 e_above_lowest_kj_mol=108.8 homo_ev=-9.539
O 14.43847 -0.59561 28.99215 0.1010
C 15.33445 -0.84199 28.21067 -0.2560
C 16.77161 -0.77975 28.58778 -0.0868
C 17.09322 -0.58462 29.95224 0.0098
C 18.41442 -0.54882 30.33324 -0.0739
C 19.43142 -0.80778 29.43144 -0.0297
C 19.10944 -0.96191 28.03644 0.0291
C 17.76346 -0.89112 27.60975 -0.0913
C 17.46783 -1.12012 26.17978 -0.2892
O 18.26576 -1.04080 25.25515 0.0881
C 16.02612 -1.34625 25.80304 -0.0936
C 15.72018 -1.57222 24.42928 0.0008
C 14.42384 -1.57714 24.06792 -0.0938
C 13.41164 -1.36006 24.96922 -0.0740
C 13.65740 -1.02220 26.29232 0.0013
C 15.01847 -1.08897 26.70522 -0.0744
H 16.25136 -0.35500 30.65839 0.1385
H 18.70041 -0.16800 31.27980 0.0725
H 20.45891 -0.96021 29.74658 0.1070
H 19.89022 -1.11139 27.28591 0.1186
H 16.51477 -1.78970 23.74158 0.1198
H 14.05549 -1.81681 23.11416 0.0992
H 12.38541 -1.27544 24.59935 0.1167
H 12.88280 -0.86975 27.00649 0.1108
O 23.28743 7.98868 34.85419 0.0899
C 24.28992 8.48606 35.34704 -0.2662
C 25.29554 7.51137 35.81303 -0.1003
C 25.20928 6.14213 35.59151 0.0284
C 26.15409 5.32797 36.23841 -0.0432
C 27.24281 5.86831 36.87288 -0.0648
C 27.29175 7.20659 37.11256 -0.0090
C 26.32221 8.00861 36.56879 -0.0914
C 26.50903 9.51962 36.72688 -0.2678
O 27.42314 9.90942 37.42478 0.1033
C 25.54618 10.41417 36.11979 -0.0835
C 25.56467 11.82488 36.41934 0.0223
C 24.62719 12.62921 35.84046 -0.0953
C 23.61179 12.19841 35.02279 -0.0363
C 23.51481 10.80636 34.81569 0.0340
C 24.47595 9.95081 35.40581 -0.0889
H 24.40805 5.75079 35.00826 0.0909
H 26.13761 4.23493 36.11719 0.1176
H 27.94434 5.20715 37.29709 0.0986
H 28.03358 7.72276 37.64980 0.1090
H 26.43395 12.23745 36.95025 0.1280
H 24.65413 13.72176 36.07129 0.1269
H 23.00248 12.98680 34.59221 0.1136
H 22.74077 10.32090 34.29621 0.0997
O 23.24423 11.23334 28.38291 0.1195
C 23.63687 10.17332 27.95933 -0.2919
C 23.93643 10.06413 26.52858 -0.0694
C 23.66950 11.06771 25.60438 -0.0138
C 24.14802 10.96481 24.34809 -0.0729
C 24.71918 9.81524 23.81018 -0.0584
C 24.75558 8.71253 24.60474 0.0210
C 24.36992 8.84633 25.99364 -0.0612
C 24.55913 7.70058 26.84430 -0.3046
O 24.82602 6.61461 26.39534 0.1144
C 24.21773 7.79181 28.30456 -0.0814
C 24.45498 6.71776 29.17548 0.0113
C 24.26349 6.88515 30.55946 -0.0245
C 23.70899 8.13529 31.02003 -0.0383
C 23.40168 9.08921 30.11290 -0.0259
C 23.79890 8.98744 28.80229 -0.1171
H 23.13993 11.95760 25.87869 0.1202
H 24.00496 11.83340 23.72119 0.1103
H 25.09714 9.81098 22.82301 0.0998
H 25.05309 7.78163 24.15894 0.1164
H 24.86136 5.79575 28.77360 0.1172
H 24.46654 6.05395 31.20029 0.0922
H 23.47867 8.21803 32.10678 0.1100
H 23.02020 10.07590 30.35266 0.1224
O 22.04185 11.57367 38.31818 0.0793
C 22.07076 10.34262 38.21403 -0.2596
C 23.10742 9.63460 38.98459 -0.0807
C 23.95107 10.28586 39.94595 0.0134
C 24.88007 9.57000 40.65500 -0.0618
C 25.07636 8.21291 40.38724 -0.0505
C 24.27660 7.58450 39.45433 -0.0013
C 23.27799 8.28939 38.75638 -0.0878
C 22.39345 7.47549 37.87489 -0.2840
O 22.50037 6.27918 37.74340 0.0999
C 21.28878 8.19562 37.22433 -0.0679
C 20.44877 7.59030 36.27448 -0.0086
C 19.49440 8.27656 35.60969 -0.0591
C 19.29374 9.62710 35.85244 -0.0693
C 20.08351 10.30873 36.70610 -0.0126
C 21.11400 9.58663 37.32447 -0.0699
H 23.79555 11.35536 40.04836 0.1189
H 25.67382 10.07719 41.23226 0.1213
H 25.83039 7.61904 40.88679 0.1093
H 24.44250 6.60640 39.03819 0.1140
H 20.51441 6.50585 36.19697 0.1140
H 18.94235 7.71303 34.86855 0.1144
H 18.45411 10.11933 35.33372 0.1211
H 19.87326 11.32626 37.05201 0.1318
O 16.03218 6.70072 40.39044 0.1057
C 15.18755 5.98489 39.91668 -0.2663
C 13.73225 6.39928 39.84638 -0.1001
C 13.31812 7.58421 40.36215 0.0059
C 11.97791 7.93284 40.08932 -0.0515
C 11.14122 7.10265 39.37149 -0.0689
C 11.54411 5.84009 38.97643 -0.0022
C 12.88809 5.53120 39.15659 -0.0748
C 13.35076 4.25056 38.48299 -0.2983
O 12.65379 3.61323 37.77224 0.1354
C 14.79861 3.91523 38.59731 -0.0787
C 15.29355 2.86316 37.82995 0.0100
C 16.66263 2.62312 37.79980 -0.0455
C 17.59388 3.44114 38.43932 -0.0526
C 17.09756 4.54150 39.09249 -0.0065
C 15.71071 4.80647 39.15650 -0.0723
H 13.99090 8.27138 40.82610 0.1173
H 11.54781 8.85123 40.44840 0.1020
H 10.06652 7.33087 39.20587 0.1203
H 10.96988 4.98992 38.67659 0.1159
H 14.68269 2.09807 37.45023 0.0972
H 17.03802 1.72154 37.30930 0.0902
H 18.68342 3.23109 38.49121 0.1150
H 17.79433 5.29154 39.42290 0.1141
O 12.32658 4.56840 27.03198 0.1210
C 13.45980 4.93003 27.02725 -0.2944
C 14.51489 3.98727 26.43496 -0.0393
C 14.06695 2.74148 25.80099 0.0253
C 15.03790 1.89187 25.34030 -0.0602
C 16.41618 2.23357 25.45039 -0.0463
C 16.86383 3.41757 25.98867 0.0203
C 15.84884 4.33849 26.47453 -0.1031
C 16.29362 5.55578 27.14598 -0.2730
O 17.44791 5.90925 26.87378 0.0700
C 15.27389 6.55938 27.55770 -0.0782
C 15.58858 7.84506 27.97617 -0.0315
C 14.65186 8.76899 28.32514 -0.0468
C 13.30354 8.45819 28.03172 -0.0559
C 12.88760 7.21844 27.63620 -0.0086
C 13.89057 6.26854 27.52206 -0.0819
H 13.01564 2.41050 25.67727 0.1286
H 14.79867 0.95324 24.90458 0.0690
H 17.10702 1.49897 25.06779 0.0979
H 17.92303 3.75164 25.96725 0.1301
H 16.70242 7.97309 27.95182 0.1372
H 14.96594 9.79255 28.60036 0.1196
H 12.47211 9.11421 28.17939 0.1011
H 11.87744 6.84552 27.59255 0.1242
O 13.33408 -2.34416 37.92922 0.1227
C 14.48842 -2.30057 37.61442 -0.3034
C 15.49707 -3.12821 38.32319 -0.0992
C 15.03924 -4.12772 39.15916 -0.0147
C 15.90369 -4.93442 39.88728 -0.0465
C 17.26689 -4.55066 39.85964 -0.0298
C 17.68187 -3.47109 39.03498 -0.0005
C 16.82827 -2.84732 38.18281 -0.1129
C 17.31855 -1.86049 37.19655 -0.2716
O 18.50069 -1.58072 37.18193 0.1078
C 16.31548 -1.18210 36.34799 -0.0707
C 16.72899 -0.12691 35.53740 -0.0426
C 15.81147 0.53039 34.79118 -0.0564
C 14.42224 0.17334 34.81078 -0.0186
C 13.99464 -0.66643 35.84369 0.0064
C 14.95676 -1.33654 36.61079 -0.0858
H 13.94548 -4.35964 39.25627 0.1394
H 15.56016 -5.78464 40.50606 0.1155
H 18.02915 -5.03354 40.41506 0.0890
H 18.73269 -3.28577 38.95419 0.1134
H 17.75044 0.16019 35.43117 0.0875
H 16.12417 1.27901 34.04273 0.1140
H 13.71193 0.68974 34.19665 0.1008
H 12.92845 -0.84543 36.03413 0.1285
O 18.88870 1.27831 33.10929 0.0259
C 19.57878 2.35709 33.25547 -0.1977
C 19.52859 3.32460 32.16129 -0.0918
C 18.53699 3.29981 31.14776 0.0224
C 18.67592 4.16294 30.08057 -0.0528
C 19.68294 5.11340 29.96353 -0.0366
C 20.58656 5.21781 30.99159 0.0255
C 20.48912 4.32395 32.09361 -0.0838
C 21.43388 4.48116 33.20190 -0.2372
O 22.39370 5.29299 33.12433 0.0578
C 21.25859 3.77770 34.49795 -0.0749
C 21.86493 4.21302 35.67359 -0.0141
C 21.84096 3.44123 36.83664 -0.0469
C 21.14506 2.25848 36.72574 -0.0706
C 20.34623 1.87056 35.63252 0.0123
C 20.34934 2.68712 34.49910 -0.0669
H 17.75276 2.55197 31.15872 0.1144
H 17.95530 4.13144 29.31355 0.0838
H 19.60641 5.79313 29.14091 0.1061
H 21.38573 5.97036 31.06058 0.1146
H 22.49005 5.10373 35.69060 0.0864
H 22.41849 3.72838 37.70827 0.1097
H 21.23866 1.53928 37.58676 0.1273
H 19.74974 0.99250 35.71173 0.0926

---

(2)
11
Properties=species:S:1:pos:R:3:lowdin_charge:R:1 method="wB97M-V/def2-TZVPD" homo_lumo_gap_ev=10.73 smiles="C#CC(=O)NC" total_charge=0 e_above_lowest_kj_mol=186.5 homo_ev=-9.898
C 1.79303 1.15470 0.68192 0.1341
C 1.08280 0.23956 1.01705 -0.0230
C 0.07870 -0.83799 0.98950 -0.5240
O -0.01193 -1.73849 1.80078 0.0588
N -0.72641 -0.71770 -0.10802 0.0124
C -0.65527 0.37140 -1.06669 -0.0942
H 2.36174 1.99525 0.34212 0.0457
H -1.30156 -1.52753 -0.30137 0.1448
H -1.22113 0.12219 -1.96543 0.0851
H 0.38740 0.54912 -1.34458 0.0699
H -1.05173 1.29878 -0.63432 0.0905